# 1
64
Properties=species:S:1:pos:R:3:lowdin_spin:R:1 method="wB97M-V/def2-TZVPD" multiplicity=2 homo_energy_ev="-8.027 / -8.888" gap_ev="7.3 / 8.2"
Ti -0.216 0.533 -1.128 0.929
O 2.201 3.652 -1.640 0.001
C 1.626 2.644 -1.297 0.003
O 0.367 2.368 -1.403 -0.001
C 2.403 1.556 -0.557 0.006
C 3.781 1.679 -0.311 -0.001
C 4.391 0.722 0.446 0.005
C 3.632 -0.346 0.981 0.000
C 4.197 -1.353 1.800 0.001
C 3.417 -2.357 2.293 -0.001
C 2.036 -2.400 1.993 0.001
C 1.461 -1.449 1.200 0.003
C 2.255 -0.403 0.677 0.003
N 1.680 0.549 -0.117 0.002
H 4.298 2.532 -0.725 0.000
H 5.452 0.771 0.658 0.000
H 5.255 -1.307 2.026 0.000
H 3.850 -3.126 2.919 0.000
H 1.430 -3.201 2.394 0.000
H 0.408 -1.484 0.954 0.002
N -0.859 1.526 0.787 0.005
C -0.958 2.179 1.733 0.009
N -1.078 2.924 2.802 0.004
C -1.116 4.387 2.673 0.001
C -0.329 5.015 3.814 0.000
C -0.823 4.494 5.162 0.000
C -0.750 2.969 5.217 0.000
C -1.539 2.353 4.071 0.000
H -2.161 4.716 2.703 0.000
H -0.705 4.653 1.701 0.000
H -0.429 6.100 3.758 0.000
H 0.730 4.777 3.688 0.000
H -1.860 4.812 5.315 0.000
H -0.237 4.929 5.973 0.000
H -1.144 2.596 6.163 0.000
H 0.292 2.646 5.143 0.000
H -2.607 2.568 4.188 0.000
H -1.415 1.273 4.024 0.000
C -3.049 -5.471 -4.773 0.000
C -2.961 -4.165 -4.031 0.000
C -2.717 -2.975 -4.703 0.000
C -2.636 -1.771 -4.020 0.000
C -2.805 -1.764 -2.648 0.000
C -3.044 -2.940 -1.950 0.000
C -3.122 -4.131 -2.646 0.000
S -2.737 -0.244 -1.765 0.003
O -4.062 0.274 -1.644 0.001
O -1.766 0.621 -2.509 0.003
O -2.029 -0.512 -0.485 0.009
H -2.741 -5.356 -5.811 0.000
H -4.071 -5.854 -4.765 0.000
H -2.412 -6.226 -4.311 0.000
H -2.566 -2.987 -5.775 0.000
H -2.412 -0.851 -4.544 0.000
H -3.147 -2.917 -0.873 0.000
H -3.299 -5.054 -2.106 0.000
C 2.683 -1.813 -2.413 0.001
S 1.044 -1.274 -2.813 0.001
O 0.220 -1.493 -1.576 0.002
O 0.622 -2.016 -3.958 -0.001
O 1.073 0.198 -2.936 0.005
H 2.606 -2.773 -1.905 0.000
H 3.164 -1.077 -1.773 0.000
H 3.229 -1.922 -3.346 0.000

***

# 2
16
Properties=species:S:1:pos:R:3:lowdin_charge:R:1 method="wB97M-V/def2-TZVPD" multiplicity=1 homo_energy_ev=-8.854 gap_ev=9.4 smiles="CC(=O)Nc1ncc[nH]1"
C -1.593 -0.969 -1.095 0.006
C -0.330 -0.772 -1.846 -0.620
O -0.192 -1.108 -2.945 0.106
N 0.621 0.044 -1.304 0.121
C 0.657 0.562 0.017 -0.342
N 0.684 1.850 0.381 0.131
C 0.629 1.844 1.747 -0.139
C 0.753 0.599 2.146 -0.170
N 0.706 -0.325 1.152 0.100
H -1.874 -0.288 -0.236 0.111
H -1.404 -1.746 -0.495 0.026
H -2.383 -1.097 -1.869 0.112
H 1.425 0.175 -2.034 0.204
H 0.634 2.646 2.174 0.012
H 0.826 -0.026 3.127 0.145
H 0.841 -1.388 1.081 0.197

***

# 3
50
Properties=species:S:1:pos:R:3:lowdin_charge:R:1 method="wB97M-V/def2-TZVPD" multiplicity=1 homo_energy_ev=-6.987 gap_ev=6.9 smiles="C/C=C/c1cc[nH]c1.O.O.O.O.O.O.O.O.O.O.O"
C -0.353 2.174 -3.325 -0.156
C 0.088 1.057 -2.583 -0.215
C 1.334 1.081 -2.044 -0.093
C 1.763 0.074 -1.168 -0.273
C 0.913 -1.054 -0.797 -0.070
C 1.809 -1.925 -0.177 -0.144
N 3.099 -1.337 -0.040 0.039
C 3.019 -0.142 -0.596 -0.108
H -1.181 2.050 -4.206 0.127
H -1.249 2.705 -2.886 0.082
H 0.336 2.927 -3.627 0.067
H -0.585 0.170 -2.599 0.106
H 2.102 1.931 -2.165 0.153
H -0.041 -1.299 -1.324 0.120
H 1.804 -3.029 -0.035 0.126
H 3.748 -1.785 0.627 0.158
H 3.905 0.428 -0.593 0.119
O -1.199 2.785 -0.794 -0.044
H -0.381 2.435 -0.924 -0.058
H -1.846 2.100 -0.647 0.004
O 0.233 -2.852 2.078 -0.051
H 0.691 -3.117 2.810 -0.001
H 0.580 -1.913 1.861 0.056
O -4.258 1.518 1.467 -0.088
H -3.705 0.704 1.414 0.019
H -4.244 1.902 0.541 0.066
O -1.841 0.251 -1.104 -0.174
H -2.451 -0.412 -1.551 0.077
H -1.973 -0.040 -0.081 0.107
O -2.312 -3.023 1.242 -0.073
H -2.116 -3.927 1.555 0.055
H -1.560 -2.440 1.373 -0.014
O -1.651 2.973 3.342 -0.131
H -0.796 3.534 3.344 0.075
H -2.321 3.681 3.604 0.065
O 3.441 -3.060 -2.575 -0.050
H 2.867 -2.318 -2.655 0.001
H 2.905 -3.870 -2.621 0.048
O 2.131 1.876 1.571 -0.076
H 1.437 1.289 1.652 -0.074
H 1.798 2.381 0.705 0.120
O -3.784 -1.034 -0.495 -0.125
H -4.755 -0.725 -0.738 0.137
H -4.151 -1.475 0.304 0.059
O 3.472 -0.696 2.748 -0.117
H 3.511 0.342 2.700 0.085
H 2.618 -0.766 3.261 0.052
O 0.042 0.036 1.410 0.002
H -0.642 0.492 1.853 0.054
H -0.251 -0.655 0.889 -0.044

***

# 4
79
Properties=species:S:1:pos:R:3:lowdin_charge:R:1 method="wB97M-V/def2-TZVPD" multiplicity=1 homo_energy_ev="-6.656 / -4.331" gap_ev="7.0 / 4.6"
C -2.296 -2.176 -4.487 -0.029
C -1.528 -2.408 -3.199 -0.374
H -2.753 -3.110 -4.849 0.081
H -1.571 -1.862 -5.268 0.097
H -3.103 -1.434 -4.399 0.068
C -0.669 -3.507 -3.044 -0.089
C -0.522 -4.557 -4.067 -0.120
H 0.087 -3.442 -2.230 0.092
H 0.072 -4.114 -4.892 0.083
H -1.513 -4.890 -4.456 0.079
H 0.048 -5.433 -3.717 0.073
Ga 0.532 2.005 0.968 -0.499
Cl -1.671 2.646 1.520 0.200
Cl 1.309 3.726 -0.255 0.226
H 2.349 5.537 4.235 0.098
H -0.386 6.006 4.277 0.098
C 2.174 5.069 3.255 -0.006
C -0.312 5.599 3.253 -0.012
N 0.775 4.610 3.212 -0.151
H 2.840 4.204 3.116 0.101
C 0.482 3.337 3.135 -0.368
O 1.263 2.426 2.666 -0.087
H -1.242 5.066 2.982 0.073
H -0.537 3.047 3.478 0.077
H 2.326 5.817 2.464 0.095
H -0.092 6.403 2.537 0.104
H 2.691 0.317 -2.461 0.060
H 2.546 -2.754 -1.645 0.089
C 3.346 0.149 -1.604 -0.003
C 3.142 -2.269 -0.858 -0.032
N 2.761 -0.848 -0.688 -0.134
H 3.449 1.095 -1.051 0.098
C 2.440 -0.415 0.562 -0.269
O 2.327 0.810 0.875 -0.124
H 2.981 -2.831 0.072 0.079
H 2.273 -1.204 1.346 0.135
H 4.320 -0.212 -1.961 0.094
H 4.209 -2.307 -1.134 0.092
O -0.997 -1.077 -2.674 -0.187
C -2.015 -1.673 -1.906 -0.213
C -0.369 -2.496 -0.196 -0.127
C -1.709 -2.279 -0.575 -0.194
H 0.398 -2.033 -0.817 0.066
C -0.020 -3.296 0.898 -0.079
H -2.980 -1.145 -2.007 0.156
C -2.702 -2.693 0.360 -0.017
H 1.033 -3.540 1.083 0.094
C -1.028 -3.825 1.699 -0.106
C -2.369 -3.501 1.456 -0.098
H -3.752 -2.410 0.210 0.113
H -0.772 -4.465 2.532 0.096
H -3.140 -3.899 2.126 0.104
Si -0.794 1.425 -2.936 0.593
Cl -0.374 0.486 -0.130 0.517
C 0.890 2.140 -3.429 -0.217
C -1.732 2.851 -2.108 -0.256
C -1.896 0.809 -4.263 -0.234
H 1.746 1.462 -3.381 -0.020
H 1.143 3.021 -2.807 -0.019
H 0.746 2.457 -4.481 0.029
H -1.295 0.261 -5.015 0.040
H -2.348 1.717 -4.713 0.039
H -2.714 0.177 -3.875 0.014
H -2.541 2.507 -1.451 0.010
H -2.193 3.402 -2.943 0.022
H -1.127 3.543 -1.510 -0.026
C -0.774 -0.062 4.742 -0.140
C 0.694 -0.487 4.954 -0.145
C 1.239 -0.735 3.544 -0.211
O 0.174 -0.595 2.583 -0.232
C -1.079 -0.493 3.294 -0.186
H -1.456 -0.526 5.467 0.111
H -0.880 1.031 4.819 0.096
H 0.749 -1.417 5.534 0.108
H 1.291 0.284 5.455 0.108
H 2.025 -0.011 3.287 0.102
H 1.669 -1.747 3.438 0.115
H -1.570 -1.483 3.299 0.108
H -1.719 0.220 2.753 0.073

***

# 5
44
Properties=species:S:1:pos:R:3:lowdin_spin:R:1 method="wB97M-V/def2-TZVPD" multiplicity=3 homo_energy_ev="-14.919 / -14.922" gap_ev="5.8 / 6.5" charge=+2
C 1.173 -3.581 2.281 0.007
C 0.760 -4.550 1.180 0.002
H 2.243 -3.371 2.252 0.000
H 0.953 -4.009 3.262 0.001
H 0.650 -2.624 2.246 0.004
H 0.940 -4.169 0.173 0.000
H 1.322 -5.482 1.282 0.000
H -0.297 -4.816 1.258 0.001
C 1.974 1.641 0.982 0.014
C 2.698 2.820 0.871 0.000
C 2.903 3.389 -0.397 0.005
C 2.358 2.783 -1.525 -0.001
H 1.805 1.094 1.911 0.003
H 3.088 3.272 1.777 0.000
H 3.474 4.308 -0.501 0.000
H 2.457 3.187 -2.534 0.000
N 1.440 1.054 -0.116 0.008
C 1.628 1.599 -1.358 0.007
C 0.918 0.899 -2.407 0.011
N 0.167 -0.174 -1.975 0.007
C -0.695 -0.762 -2.849 0.018
C 0.004 0.698 -4.633 0.014
C -0.776 -0.358 -4.170 -0.001
H -1.295 -1.565 -2.438 0.001
H -1.470 -0.884 -4.814 0.000
C 0.841 1.336 -3.730 0.000
H 1.431 2.203 -4.009 0.000
H -0.049 1.020 -5.671 0.001
Mo 0.027 -0.543 0.074 1.930
C -0.881 -2.323 -0.163 -0.002
H -0.289 -2.935 -0.859 0.001
H -1.887 -2.173 -0.578 0.009
H -0.974 -2.855 0.788 0.015
Cl -0.080 -0.592 3.161 0.002
C -1.403 0.346 2.561 -0.010
C -1.412 0.607 1.197 -0.029
C -2.251 1.591 0.678 -0.006
Cl -2.058 2.006 -0.988 0.012
C -3.152 2.279 1.526 0.000
Cl -4.068 3.580 0.911 0.001
C -3.222 1.908 2.893 -0.014
Cl -4.336 2.672 3.927 -0.008
C -2.337 0.937 3.427 0.000
Cl -2.323 0.536 5.094 0.000

***

# 6
96
Properties=species:S:1:pos:R:3:lowdin_charge:R:1 method="wB97M-V/def2-TZVPD" multiplicity=1 homo_energy_ev=-4.592 gap_ev=7.1 charge=-1
Mg 7.784 -21.216 -4.484 0.535
O 9.590 -21.573 -3.593 -0.188
C 10.283 -20.382 -3.138 -0.319
C 9.779 -19.211 -3.983 -0.583
O 10.432 -18.172 -3.962 0.046
O 8.642 -19.344 -4.572 -0.144
C 10.181 -20.156 -1.622 -0.150
C 10.462 -21.193 -0.828 0.009
C 10.673 -21.437 0.632 -0.050
C 10.704 -20.567 1.625 -0.050
C 10.263 -19.181 1.336 -0.185
C 9.989 -18.735 -1.127 -0.203
C 11.747 -20.624 -3.433 -0.128
C 12.156 -21.836 -3.933 -0.038
C 13.507 -22.165 -4.147 -0.067
C 14.481 -21.297 -3.676 -0.108
C 14.101 -20.060 -3.187 -0.078
C 12.754 -19.691 -3.067 0.008
H 9.185 -22.120 -2.834 -0.015
H 10.688 -22.109 -1.363 0.118
H 10.837 -22.458 0.843 0.088
H 10.836 -20.845 2.670 0.102
H 9.149 -19.153 1.325 0.149
H 10.365 -18.079 -1.922 0.136
H 11.386 -22.535 -4.286 0.116
H 13.738 -23.100 -4.609 0.092
H 15.497 -21.558 -3.796 0.081
H 14.876 -19.383 -2.848 0.096
H 12.483 -18.696 -2.773 0.106
S 7.386 -23.175 -2.372 0.589
C 6.860 -22.389 -0.890 -0.681
C 6.493 -23.257 0.156 -0.145
C 6.198 -22.736 1.410 -0.100
C 6.176 -21.364 1.646 -0.107
C 6.484 -20.516 0.618 -0.136
C 6.829 -20.991 -0.634 -0.402
As 7.307 -19.741 -2.013 1.430
C 5.632 -18.720 -2.231 -0.341
C 4.437 -19.449 -2.137 -0.098
C 3.230 -18.863 -2.496 -0.086
C 3.228 -17.563 -3.002 -0.092
C 4.442 -16.860 -3.114 -0.111
C 5.607 -17.407 -2.677 -0.135
C 8.488 -18.486 -0.968 -0.236
C 10.847 -18.633 0.103 -0.173
C 10.831 -17.749 1.339 -0.139
C 9.861 -16.670 1.365 -0.082
C 8.689 -16.595 0.728 -0.085
C 7.992 -17.531 -0.166 -0.135
H 6.634 -24.318 0.036 0.080
H 6.000 -23.425 2.197 0.083
H 5.972 -21.005 2.628 0.084
H 6.470 -19.449 0.771 0.086
H 4.470 -20.470 -1.731 0.112
H 2.346 -19.483 -2.452 0.097
H 2.335 -17.092 -3.370 0.087
H 4.435 -15.866 -3.550 0.097
H 6.548 -16.866 -2.795 0.111
H 11.839 -19.029 -0.116 0.154
H 11.769 -17.582 1.823 0.124
H 10.125 -15.839 2.045 0.107
H 8.118 -15.660 0.935 0.106
H 6.919 -17.416 -0.143 0.083
O 6.615 -18.651 -8.994 0.191
C 6.457 -19.222 -7.978 -0.227
N 7.931 -21.099 -6.701 -0.012
C 7.306 -21.414 -10.763 -0.089
O 7.580 -21.216 -9.398 -0.111
C 8.870 -21.274 -8.927 -0.213
C 9.963 -21.474 -9.772 -0.037
C 11.260 -21.501 -9.271 -0.112
C 11.447 -21.634 -7.903 -0.101
C 10.337 -21.584 -7.073 -0.009
C 9.071 -21.216 -7.549 -0.186
N 7.287 -19.881 -6.898 -0.002
C 5.718 -19.727 -6.780 -0.004
C 5.019 -21.028 -6.812 -0.157
C 4.267 -21.424 -7.894 -0.041
C 3.720 -22.694 -7.785 -0.133
C 3.927 -23.520 -6.695 -0.114
C 4.683 -23.134 -5.605 0.011
C 5.238 -21.817 -5.658 -0.345
O 5.890 -21.233 -4.682 -0.204
H 6.219 -21.316 -10.793 0.090
H 7.586 -22.373 -11.125 0.077
H 7.776 -20.653 -11.451 0.110
H 9.785 -21.547 -10.839 0.094
H 12.111 -21.675 -9.946 0.099
H 12.443 -21.791 -7.488 0.099
H 10.527 -21.696 -6.005 0.082
H 7.670 -19.159 -6.226 0.161
H 5.456 -19.006 -6.008 0.162
H 4.197 -20.782 -8.757 0.110
H 3.003 -23.045 -8.553 0.095
H 3.461 -24.501 -6.692 0.097
H 4.826 -23.785 -4.765 0.099

***

# 7
86
Properties=species:S:1:pos:R:3:lowdin_charge:R:1 method="wB97M-V/def2-TZVPD" multiplicity=1 homo_energy_ev="-9.739 / -9.765" gap_ev="6.3 / 6.4" charge=+1
Rh -0.008 -0.243 -0.121 0.344
F -2.979 -2.885 3.030 0.122
C -2.189 -3.930 2.788 -0.600
F -2.907 -4.829 2.090 0.147
F -1.898 -4.501 3.970 0.148
C -0.926 -3.572 2.050 -0.098
C 0.041 -4.559 1.925 0.024
C 1.211 -4.319 1.225 -0.027
C 1.375 -3.071 0.656 -0.110
N 0.462 -2.119 0.787 -0.132
C -0.693 -2.333 1.456 -0.650
S -1.718 -0.909 1.370 0.597
H -0.131 -5.526 2.380 0.137
H 1.969 -5.079 1.117 0.113
H 2.263 -2.813 0.094 0.104
C -2.383 2.404 -1.164 -0.232
As -0.595 2.001 -0.553 1.082
C -0.239 3.354 0.789 -0.256
C 0.535 2.622 -2.001 -0.401
C 0.207 3.723 -2.782 -0.088
C 1.057 4.129 -3.800 -0.064
C 2.235 3.437 -4.038 -0.068
C 2.563 2.333 -3.264 -0.096
C 1.715 1.923 -2.243 -0.422
As 2.121 0.419 -1.080 1.101
C 3.315 -0.658 -2.169 -0.252
C 3.361 1.304 0.127 -0.279
H -2.532 3.479 -1.248 0.037
H -3.097 1.995 -0.450 0.041
H -2.528 1.923 -2.130 0.020
H -0.453 4.330 0.357 0.043
H 0.812 3.292 1.066 0.001
H -0.869 3.178 1.661 0.041
H -0.714 4.268 -2.609 0.104
H 0.796 4.984 -4.411 0.114
H 2.898 3.753 -4.834 0.114
H 3.487 1.802 -3.463 0.102
H 4.277 -0.156 -2.247 0.037
H 2.886 -0.803 -3.159 0.033
H 3.461 -1.631 -1.705 0.019
H 4.052 1.901 -0.468 0.041
H 3.904 0.563 0.711 0.031
H 2.798 1.931 0.812 -0.018
N -0.845 -1.155 -1.660 0.002
C -1.611 -1.143 -2.665 -0.312
C -2.625 -2.240 -2.734 -0.180
C -3.162 -2.752 -1.556 -0.029
C -4.066 -3.801 -1.603 -0.065
C -4.432 -4.351 -2.824 -0.076
C -3.899 -3.845 -4.001 -0.071
C -2.999 -2.791 -3.959 -0.035
C -1.597 -0.165 -3.802 -0.195
C -0.389 0.288 -4.315 -0.040
C -0.365 1.192 -5.365 -0.076
C -1.553 1.675 -5.894 -0.073
C -2.766 1.236 -5.383 -0.066
C -2.789 0.310 -4.352 -0.052
H -2.865 -2.321 -0.610 0.051
H -4.484 -4.192 -0.684 0.105
H -5.132 -5.176 -2.859 0.106
H -4.181 -4.274 -4.954 0.106
H -2.576 -2.405 -4.877 0.117
H 0.530 -0.111 -3.905 0.095
H 0.578 1.515 -5.778 0.103
H -1.534 2.385 -6.711 0.107
H -3.696 1.603 -5.799 0.109
H -3.735 -0.042 -3.961 0.124
C 3.597 0.116 5.170 -0.019
N 3.053 1.393 4.751 -0.071
C 2.101 1.579 3.812 -0.715
Se 1.246 0.280 2.824 0.675
N 1.870 2.911 3.748 0.121
C 2.666 3.595 4.659 -0.172
C 2.794 4.938 4.972 -0.004
C 3.715 5.264 5.954 -0.074
C 4.477 4.285 6.597 -0.070
C 4.345 2.942 6.282 0.003
C 3.423 2.619 5.300 -0.156
H 3.221 -0.652 4.500 0.042
H 3.283 -0.108 6.189 0.107
H 4.684 0.149 5.122 0.101
H 1.149 3.298 3.164 0.121
H 2.207 5.698 4.475 0.116
H 3.844 6.301 6.234 0.110
H 5.184 4.582 7.359 0.110
H 4.932 2.185 6.784 0.116

***

no.,electronic energy (Ha)
1,-3342.40600
2,-434.16667
3,-1167.50813
4,-4946.16535
5,-3212.22699
6,-5208.77359
7,-9332.32283